*one*
16
Properties=species:S:1:pos:R:3 method="wB97M-V/def2-TZVPD" gap_ev=9.819 total_charge=0 multiplicity=1 smiles=CCO.CSS lumo_ev=0.61
C -1.9646 -2.0805 -2.1584
C -1.4069 -0.6730 -2.4537
O -1.3929 0.1804 -1.3375
H -1.0978 -2.6601 -1.8412
H -2.3171 -2.4740 -3.0889
H -2.6989 -2.1028 -1.3594
H -0.4041 -0.7127 -2.8806
H -2.0534 -0.2305 -3.2147
H -1.3426 -0.2623 -0.4832
C 1.1776 0.0414 2.8758
S 0.3189 0.9601 1.5326
S 1.5601 0.5578 -0.0434
H 2.2022 0.4079 2.9080
H 0.7032 0.2807 3.8229
H 1.1583 -0.9933 2.5519
H 0.9954 -0.5875 -0.4504

*two*
16
Properties=species:S:1:pos:R:3 method="wB97M-V/def2-TZVPD" gap_ev=9.279 total_charge=0 multiplicity=1 smiles=CCCSS.O lumo_ev=0.24
C 1.3676 0.1822 2.2644
C 0.1053 -0.2214 1.5318
C -0.7600 0.9334 1.0762
S -0.0506 1.8962 -0.3378
S -0.6500 0.7093 -2.0454
H 1.9914 -0.6508 2.6297
H 1.0807 0.8104 3.1245
H 1.9676 0.7920 1.5681
H 0.3461 -0.8472 0.6510
H -0.4219 -0.8613 2.2654
H -1.7213 0.5818 0.6547
H -0.9893 1.6819 1.8589
H 0.1597 -0.3675 -2.1312
O -1.0758 -1.2852 -4.5159
H -1.2548 -2.1445 -4.0712
H -0.0947 -1.2093 -4.5231

*three*
16
Properties=species:S:1:pos:R:3 method="wB97M-V/def2-TZVPD" gap_ev=9.567 total_charge=0 multiplicity=1 smiles=CSCSC.O lumo_ev=0.68
C -2.2221 1.9436 -0.6862
S -0.8291 2.0433 0.5517
C 0.5102 1.0788 -0.2333
S 0.2540 -0.6655 -0.3838
C -0.0888 -1.1730 1.3349
H -1.7808 2.3559 -1.6092
H -3.1084 2.5443 -0.4211
H -2.5454 0.9076 -0.8832
H 0.6923 1.5229 -1.2308
H 1.4519 1.1509 0.3442
H -0.6697 -2.0995 1.1909
H -0.6942 -0.4667 1.9274
H 0.8251 -1.4155 1.9028
O 3.0052 -2.6788 -0.8794
H 2.1909 -2.1403 -1.0025
H 3.0088 -2.9079 0.0775

*four*
16
Properties=species:S:1:pos:R:3 method="wB97M-V/def2-TZVPD" gap_ev=8.853 total_charge=0 multiplicity=1 smiles=CCO.CSS lumo_ev=0.67
C -1.7791 0.4793 3.7489
C -2.7037 1.4584 3.0670
O -2.0617 2.6479 2.7094
H -1.1998 0.0501 2.9123
H -1.1681 1.1033 4.4422
H -2.3956 -0.1513 4.3661
H -3.5635 1.6667 3.7940
H -2.9964 0.9949 2.0256
H -2.5718 3.3681 3.1388
C 2.4333 -0.8100 -4.4434
S 3.7687 -1.5243 -3.2836
S 4.0401 -3.4825 -3.5046
H 1.7089 -0.2459 -3.9360
H 1.9150 -1.6299 -4.9931
H 2.7218 -0.1098 -5.2753
H 3.8519 -3.8152 -4.7683

Relative to the most stable structure, the computed energies are *one* 9.7; *two* 0.0; *three* 4.9; *four* 37.1, all in kcal/mol.

*one*
18
Properties=species:S:1:pos:R:3 method="wB97M-V/def2-TZVPD" gap_ev=8.113 total_charge=0 multiplicity=1 smiles="C=C[PH]#CC(C)C" lumo_ev=0.08
C 1.5344 2.4655 2.6765
C 1.8860 1.2622 2.3791
P 0.6217 0.4626 0.9548
C -0.9249 0.3109 0.1761
C -0.8678 -0.4157 -1.1169
C -2.2823 -1.0686 -1.2377
C 0.2145 -1.3778 -1.5338
H 2.0861 3.1865 3.2737
H 0.8501 2.8545 1.9753
H 2.4203 0.3578 2.6648
H 1.7227 -0.0463 0.2184
H -0.8467 0.3460 -1.8998
H -3.2023 -0.3354 -0.9028
H -2.3082 -1.8757 -0.4320
H -2.5213 -1.4163 -2.2444
H 0.2828 -2.1856 -0.8729
H 0.1243 -1.6132 -2.5484
H 1.2108 -0.9114 -1.5300

*two*
18
Properties=species:S:1:pos:R:3 method="wB97M-V/def2-TZVPD" gap_ev=9.359 total_charge=0 multiplicity=1 lumo_ev=1.00
C -0.1565 0.7411 0.0441
C -0.2648 -0.5628 0.0107
C 1.2058 1.2328 0.2936
C 1.5724 -1.2881 0.3079
C -1.3594 1.5653 -0.2417
C -1.3063 -1.6022 -0.0649
P 2.5126 0.1069 -0.3738
H 1.2612 2.2396 0.0384
H 1.3707 1.1721 1.4005
H 1.5970 -1.2883 1.3443
H 1.7038 -2.2236 -0.0899
H -1.7442 2.0288 0.6692
H -2.0999 0.8560 -0.5793
H -1.2306 2.3092 -1.1124
H -1.4508 -2.1278 0.9467
H -1.1954 -2.3926 -0.7852
H -2.2648 -0.9170 -0.2002
H 1.8492 0.1505 -1.6082

Relative to the most stable structure, the computed energies are *one* 85.9; *two* 0.0, all in kcal/mol.

*one*
12
Properties=species:S:1:pos:R:3 method="wB97M-V/def2-TZVPD" gap_ev=11.359 total_charge=0 multiplicity=1 lumo_ev=0.76
C -1.0425 -0.7017 -0.4678
C -0.3214 0.3556 0.2985
C 1.1573 -0.1232 0.4459
H -0.2380 -1.5301 -1.2893
H -1.6205 -1.5682 0.2340
H -1.9358 0.2386 -1.1909
H -0.5133 0.2414 1.3760
H 0.2503 1.7294 -0.7632
H 1.4894 0.6393 1.1118
H 1.1519 -1.1111 1.0486
O -0.4431 1.6331 -0.1743
F 2.0658 0.1969 -0.6294

*two*
12
Properties=species:S:1:pos:R:3 method="wB97M-V/def2-TZVPD" gap_ev=11.088 total_charge=0 multiplicity=1 smiles=COCCF lumo_ev=1.02
C -1.5902 -0.4580 -0.0918
O -0.8866 0.7727 0.2685
C 0.3833 0.8410 -0.2415
C 1.3215 -0.0721 0.4514
F 2.5550 -0.1165 -0.2105
H -2.0505 -0.4897 -1.1151
H -2.3618 -0.6869 0.6489
H -0.7805 -1.2812 -0.2576
H 0.2287 0.5115 -1.2462
H 0.8179 1.8261 -0.1665
H 0.9391 -1.0801 0.4205
H 1.4242 0.2333 1.5397

Relative to the most stable structure, the computed energies are *one* 66.1; *two* 0.0, all in kcal/mol.